{"formula": "C16H16MnN4O4S2", "method": "ωB97M-V/def2-TZVPD", "e_above_lowest_kcal_mol": 0.0, "homo_lumo_gap_ev": [7.9, 8.3], "homo_ev": [-11.9, -11.9], "lumo_ha": [-0.1474, -0.1323], "spin_multiplicity": 5, "total_charge": 1, "species": ["Mn", "O", "C", "O", "C", "C", "C", "C", "C", "N", "H", "H", "H", "H", "C", "C", "N", "C", "C", "S", "C", "C", "S", "C", "N", "C", "H", "H", "H", "H", "H", "H", "H", "H", "N", "C", "C", "O", "O", "H", "H", "H", "H"], "coordinates": [[-0.06680, 0.04508, -0.14363], [3.44391, 1.48863, -1.10958], [2.49327, 1.04446, -0.52934], [1.25194, 1.04082, -1.00083], [2.59137, 0.41934, 0.83830], [3.74814, 0.39093, 1.58857], [3.69947, -0.21532, 2.83570], [2.50763, -0.77070, 3.28052], [1.38932, -0.70767, 2.46692], [1.44536, -0.12282, 1.26639], [4.64552, 0.84052, 1.18735], [4.58249, -0.25306, 3.45944], [2.43640, -1.24636, 4.24808], [0.43047, -1.10827, 2.76819], [0.67986, -0.51917, -3.75035], [-0.63807, 0.06085, -3.35667], [-1.05451, 0.26690, -2.12908], [-2.23057, 0.99308, -2.10966], [-2.74476, 1.27275, -3.33047], [-1.71367, 0.65301, -4.54041], [-2.65119, 1.48502, -0.79759], [-3.85019, 1.95934, -0.38325], [-3.73731, 2.44831, 1.25003], [-2.10485, 1.96869, 1.30755], [-1.66536, 1.49969, 0.16728], [-1.28968, 2.02327, 2.55286], [1.10233, -1.12739, -2.95775], [1.38268, 0.29576, -3.93099], [0.59763, -1.11575, -4.65742], [-3.62853, 1.83990, -3.56956], [-4.76569, 2.04882, -0.94343], [-1.48837, 2.92864, 3.12361], [-0.23059, 2.00688, 2.29868], [-1.51830, 1.15907, 3.17900], [0.33537, -2.12493, -0.82347], [-0.22418, -3.00935, 0.21160], [-1.14209, -2.24858, 1.15411], [-1.73838, -2.79113, 2.04378], [-1.19936, -0.93254, 0.94827], [-0.18175, -2.21780, -1.68953], [1.29392, -2.38209, -1.02827], [0.58332, -3.43426, 0.80864], [-0.77619, -3.85256, -0.20357]], "forces_ev_per_angstrom": [[0.06, -0.10, -0.21], [0.04, -0.04, 0.09], [-0.23, 0.18, -0.22], [0.34, -0.10, 0.08], [0.06, -0.06, 0.02], [-0.02, 0.01, -0.02], [0.02, -0.01, 0.01], [-0.06, 0.00, -0.02], [0.13, 0.07, 0.04], [-0.04, 0.05, 0.16], [0.00, 0.00, -0.01], [0.00, 0.00, -0.01], [0.00, 0.00, 0.00], [0.02, -0.01, 0.04], [-0.01, 0.00, 0.01], [0.02, -0.06, 0.13], [-0.06, 0.11, -0.18], [0.01, 0.03, 0.09], [-0.02, -0.01, 0.04], [-0.06, 0.00, -0.08], [0.04, -0.07, -0.03], [0.06, 0.03, -0.06], [-0.11, 0.03, 0.02], [0.13, 0.00, -0.07], [-0.14, 0.14, 0.18], [0.03, 0.02, 0.00], [0.01, 0.02, 0.00], [0.01, 0.00, 0.00], [0.00, 0.02, 0.00], [0.01, 0.00, 0.00], [0.00, 0.00, 0.01], [-0.04, -0.01, 0.01], [0.00, -0.01, 0.00], [0.01, 0.00, 0.00], [0.06, 0.03, -0.01], [0.00, -0.13, -0.01], [-0.12, 0.40, 0.12], [0.10, -0.08, -0.10], [-0.18, -0.47, -0.03], [-0.06, -0.06, 0.00], [0.03, 0.01, -0.01], [-0.02, 0.04, 0.03], [0.00, 0.02, -0.01]]}